{
  "formula": "C5H5NO",
  "method": "the ωB97M-V functional and the def2-TZVPD basis",
  "symbols": ["C", "H", "H", "C", "C", "C", "H", "N", "H", "O", "C", "H"],
  "positions_angstrom": [[-0.417206, 1.618412, 0.447275], [-0.215658, -0.728952, 2.615624], [1.972893, -1.661091, -0.630009], [-0.580909, 2.198355, -0.711371], [0.907328, -1.610099, -0.443674], [-0.021723, -0.325051, 1.627937], [-0.733499, -2.150108, -1.232443], [-0.247850, 1.084224, 1.538018], [-1.569930, 2.339810, -1.123049], [0.208792, -2.226090, -1.432756], [0.423135, -1.056548, 0.637366], [0.274626, 2.517137, -1.292919]],
  "forces_ev_per_angstrom": [[0.140, -0.230, 0.226], [0.033, 0.039, -0.090], [0.022, 0.009, 0.058], [-0.034, -0.028, 0.027], [0.270, 0.019, 0.250], [0.066, -0.244, -0.019], [0.055, -0.031, -0.081], [-0.115, 0.327, -0.495], [-0.022, 0.023, 0.075], [-0.307, -0.005, -0.013], [-0.098, 0.132, -0.064], [-0.011, -0.010, 0.126]],
  "homo_lumo_gap_ev": 9.602,
  "total_charge": 0,
  "max_force_ev_per_a": 0.604,
  "spin_multiplicity": 1,
  "e_lumo_ev": 0.51,
  "total_energy_ev": -8800.04473,
  "homo_energy_ev": -9.1
}


{
  "formula": "C31H27IrN6O2PSe",
  "method": "the ωB97M-V functional and the def2-TZVPD basis",
  "symbols": ["H", "H", "C", "H", "H", "O", "H", "C", "H", "N", "C", "C", "C", "C", "Se", "H", "H", "C", "C", "H", "Ir", "N", "H", "H", "C", "N", "H", "C", "C", "C", "C", "H", "C", "C", "H", "C", "C", "N", "C", "H", "H", "H", "N", "C", "H", "O", "H", "C", "C", "C", "C", "C", "C", "H", "H", "C", "C", "H", "H", "H", "C", "H", "C", "P", "H", "N", "H", "C", "C"],
  "positions_angstrom": [[-2.642107, 3.058374, -0.227788], [-3.368845, 2.101157, 5.906199], [-1.317436, 0.444161, 3.760341], [2.632595, -2.813469, 0.261198], [-0.787213, -3.590122, 0.375251], [-0.502704, -2.686880, 2.631540], [0.575747, -2.709672, -0.342720], [-1.442466, 2.638873, -1.963070], [-1.513417, 3.648184, -2.350219], [2.593053, -0.076535, -0.609991], [-2.663118, 1.971934, 5.097085], [-1.294588, 2.846604, 3.398792], [4.861337, -3.055723, -2.321573], [-0.862789, 1.563617, 3.065594], [2.951929, 0.547568, 2.487579], [-5.778436, -4.527278, -2.946519], [2.586544, 2.986491, -1.860014], [-0.670932, 0.372739, -2.201596], [-1.331642, 0.031373, -1.008502], [3.459957, 2.780550, -0.332218], [1.230933, 0.511199, 0.799120], [-0.627064, 3.710595, 2.529207], [-2.745188, -1.536186, -3.259499], [-0.256600, 1.930626, -3.615311], [0.053982, -2.145453, 1.713023], [4.198347, 3.173063, 1.760794], [0.654093, 2.272542, -0.879541], [3.059080, 0.942714, -1.312418], [-3.259412, -2.292221, -2.679399], [-2.206932, 3.083712, 4.420400], [-2.035909, 1.008306, -0.293573], [-5.120464, -4.991193, -0.611511], [0.161999, 2.965567, 1.739365], [-2.881734, -2.567008, -1.357912], [-0.657655, 4.717531, 2.549590], [-4.592941, -4.242118, -1.185509], [3.222334, -2.535046, -0.601350], [1.413890, 2.304825, -0.196573], [4.031634, -3.440870, -1.253710], [5.584580, -1.451330, -3.560138], [-2.594310, -0.160621, 5.350866], [0.734327, 4.309991, 0.142958], [0.044093, 1.679724, 2.011614], [-3.550160, -3.543849, -0.605632], [4.471063, 1.138589, -2.850275], [1.020576, -1.280230, 1.805366], [2.058878, 3.761271, 1.185132], [-2.078357, 2.310312, -0.770599], [-4.299906, -3.005544, -3.243627], [-2.223498, 0.675873, 4.774331], [-0.316554, -2.607162, 0.283193], [4.924136, -1.749168, -2.757122], [1.127070, 3.460477, 0.704007], [5.483129, -3.800990, -2.798140], [-2.534352, 4.080976, 4.681350], [-0.731636, 1.674598, -2.676915], [2.686945, 2.356236, -0.974993], [4.049856, -4.470546, -0.923641], [-4.592340, -2.811357, -4.266248], [-0.143967, -0.384699, -2.770302], [3.256860, -1.218423, -1.057255], [-3.262870, -3.750775, 0.418765], [-4.963470, -3.974573, -2.498488], [-1.565190, -1.690760, -0.599554], [-0.958231, -0.553079, 3.541417], [3.951115, 0.539189, -2.229142], [-2.565979, 0.747131, 0.614677], [3.752129, 2.155895, 2.077090], [4.108202, -0.839689, -2.093262]],
  "forces_ev_per_angstrom": [[0.014, -0.002, -0.007], [0.005, -0.005, -0.004], [-0.013, -0.011, -0.013], [0.028, 0.006, 0.007], [0.164, -0.063, 0.022], [-0.101, 0.073, 0.083], [-0.039, 0.085, -0.029], [0.005, 0.006, -0.010], [-0.014, -0.017, -0.004], [-0.070, -0.047, -0.101], [0.003, -0.026, 0.004], [0.016, 0.094, -0.032], [-0.009, -0.022, 0.017], [0.057, -0.057, -0.039], [0.038, 0.009, 0.024], [0.002, 0.004, 0.002], [-0.018, -0.013, -0.022], [0.024, 0.071, 0.023], [0.127, -0.047, -0.466], [0.015, 0.024, -0.038], [0.016, 0.054, 0.209], [-0.005, -0.014, 0.030], [0.008, 0.000, 0.018], [0.000, -0.002, 0.005], [0.231, 0.158, -0.062], [0.016, -0.018, 0.035], [-0.045, 0.011, -0.027], [0.028, 0.014, 0.044], [-0.132, 0.083, -0.016], [0.004, 0.004, -0.001], [-0.029, -0.014, -0.007], [0.002, -0.001, -0.007], [0.046, 0.072, 0.025], [0.121, 0.065, -0.081], [-0.015, -0.002, 0.010], [0.047, 0.026, 0.040], [0.001, 0.003, -0.008], [0.106, 0.034, -0.001], [0.016, -0.011, -0.008], [-0.006, 0.005, 0.008], [-0.001, 0.004, -0.007], [-0.027, 0.001, -0.007], [-0.061, -0.180, -0.104], [0.029, -0.164, -0.010], [0.011, -0.008, 0.002], [-0.336, -0.003, 0.032], [-0.011, 0.026, -0.019], [0.011, 0.016, 0.030], [0.039, 0.043, 0.006], [-0.013, 0.014, 0.018], [-0.046, -0.406, -0.305], [-0.004, 0.010, -0.003], [-0.002, -0.067, 0.004], [-0.006, 0.003, 0.004], [0.004, -0.007, -0.008], [0.009, -0.012, 0.036], [-0.070, -0.003, -0.014], [0.000, 0.003, -0.002], [-0.003, -0.002, 0.004], [0.002, -0.004, 0.014], [-0.049, 0.040, 0.061], [-0.007, 0.028, -0.003], [-0.024, -0.022, -0.013], [-0.169, 0.182, 0.712], [0.005, 0.012, 0.006], [0.024, -0.015, -0.010], [0.010, -0.015, 0.000], [0.003, -0.068, -0.003], [0.037, 0.063, -0.043]],
  "homo_lumo_gap_ev": [7.111, 5.977],
  "total_charge": 2,
  "max_force_ev_per_a": 0.754,
  "spin_multiplicity": 2,
  "e_lumo_ev": [-6.57, -7.70],
  "total_energy_ev": -123082.20652,
  "s2": 0.76,
  "homo_energy_ev": [-13.7, -13.7]
}


{
  "formula": "C6H14N2O",
  "method": "the ωB97M-V functional and the def2-TZVPD basis",
  "symbols": ["C", "H", "N", "H", "H", "H", "N", "H", "H", "H", "O", "C", "H", "C", "H", "H", "H", "C", "H", "H", "H", "C", "C"],
  "positions_angstrom": [[1.159801, 2.536794, -0.307473], [1.896625, 2.535605, -1.118548], [-1.028955, -1.740368, -1.015019], [-2.372189, 0.605653, -0.548706], [-0.630412, -1.316861, 2.337752], [-1.687096, -2.367066, 1.358946], [1.107074, -0.129423, 1.051872], [1.509877, -1.454901, -1.270614], [-1.742965, 0.760424, 1.086001], [0.088589, -2.569079, 1.252112], [0.213399, 1.491084, -0.454695], [0.672636, 0.180835, -0.185116], [-2.913477, -0.519069, 0.724545], [1.540731, -0.365639, -1.300836], [-0.813311, -1.329921, -1.923064], [0.598166, 3.467865, -0.341530], [0.690367, 0.502779, 1.737503], [-2.072052, 0.045919, 0.336163], [1.177458, -0.029067, -2.272873], [2.565615, -0.028472, -1.171108], [1.686530, 2.481479, 0.653181], [-0.926223, -0.892992, -0.036349], [-0.720187, -1.865576, 1.407854]],
  "forces_ev_per_angstrom": [[0.221, -0.074, 0.093], [-0.045, -0.048, 0.046], [1.509, -0.419, -1.101], [-0.200, 0.104, 0.035], [0.036, 0.107, 0.011], [0.089, -0.309, 0.269], [-0.569, 0.435, -1.471], [0.165, 0.061, 0.014], [-0.026, 0.037, 0.082], [0.044, 0.067, 0.019], [-0.681, -0.629, 0.141], [2.109, 1.088, 1.391], [0.119, -0.290, -0.094], [-0.591, -0.417, -0.238], [-0.900, 0.305, -0.264], [-0.004, -0.025, -0.044], [-0.018, 0.136, -0.046], [0.868, 1.270, -0.757], [-0.021, -0.005, 0.028], [0.045, 0.056, 0.053], [-0.070, -0.064, -0.104], [-1.082, -2.552, 4.347], [-0.997, 1.165, -2.411]],
  "homo_lumo_gap_ev": [7.594, 8.331],
  "total_charge": 0,
  "max_force_ev_per_a": 5.156,
  "spin_multiplicity": 1,
  "e_lumo_ev": [-0.77, -0.57],
  "total_energy_ev": -11471.93368,
  "homo_energy_ev": [-8.4, -8.9]
}